Entry from OMol25: a cluster of 2 separate species, C2H5NO in total (ωB97M-V/def2-TZVPD).

Summary:
E = -5691.6026 eV
Structure (SMILES) = CN=C=O.[H][H]
HOMO-LUMO gap = 11.19 eV
Energy above the lowest of the compared OMol25 structures with the same formula, charge and spin = 37.52 kcal per mole
LUMO = 0.02709 hartree

Last column: natural (NBO) charge in e.
Element x y z (Å)
H  2.346583  -1.817921  -0.246917  -0.008
H  -1.743955  -0.245931  0.835247  0.206
H  -0.845869  -1.327372  -0.248482  0.213
C  0.373916  1.649190  0.263840  0.864
N  0.054048  0.506923  0.067473  -0.556
H  -1.736043  0.052122  -0.922032  0.206
C  -1.135077  -0.289064  -0.073273  -0.406
O  0.810650  2.725665  0.449591  -0.524
H  1.875751  -1.253612  -0.125448  0.005

Forces on atoms 1 to 2 (eV/Å):
H -0.047 0.030 0.012
H 0.091 -0.008 -0.133